# 1
DFT (the ωB97M-V functional and the def2-TZVPD basis) results for 4 unconnected molecules or ions with the total composition C33H76BBrN3O16P3 at a distorted geometry.

Values from the calculation:
DFT total energy (Ha): -6294.163933
Structure (SMILES): CCCC[C@](CC)(CN(CC(=O)Br)B(O)CC)OC(N)(N)CC=O.CCOP(=O)(OCC)OCC.CCOP(=O)(OCC)OCC.CCOP(=O)(OCC)OCC
Frontier orbital gap (eV): 8.83
F_max (eV/A): 7.42
E_HOMO (eV): -9.37

XYZ file:
```
133
Properties=species:S:1:pos:R:3:lowdin_charge:R:1
C 7.6395 2.7971 1.5089 -0.097
C 6.7610 1.7624 2.2553 -0.246
C 5.4873 2.3694 2.8504 -0.204
C 4.5329 2.8924 1.7613 -0.120
C 3.0430 2.9349 2.1788 -0.412
C 2.9370 3.4339 3.6479 -0.168
C 1.5877 4.0747 4.0185 -0.077
C 2.5746 1.4280 2.2419 -0.060
N 1.9450 0.9534 0.9658 0.053
C 0.5333 0.6050 1.1721 -0.186
C -0.3278 1.8385 1.4408 -0.688
O -0.5623 2.3044 2.5097 0.043
Br -1.1261 2.7253 -0.1480 0.700
B 2.6192 -0.2992 0.5950 -0.532
O 1.9285 -1.5239 0.5845 0.112
C 4.1657 -0.3544 0.2288 -0.135
C 4.4976 0.3306 -1.1142 -0.092
O 2.1598 3.5454 1.2688 -0.052
C 2.5382 4.7736 0.6869 -0.576
N 3.2061 5.7204 1.5602 0.137
N 1.2717 5.4405 0.3181 0.100
C 3.3081 4.5865 -0.6768 -0.050
C 2.7143 5.3581 -1.8430 -0.269
O 2.7705 6.5552 -1.9711 0.050
H 8.6865 2.6253 1.7662 0.065
H 7.5793 2.7140 0.4253 0.066
H 7.3914 3.7980 1.8668 0.069
H 6.5624 0.9316 1.5759 0.087
H 7.3577 1.3713 3.0828 0.103
H 5.0167 1.6356 3.5064 0.105
H 5.8158 3.1925 3.4895 0.115
H 4.9316 3.8678 1.4751 0.099
H 4.6041 2.2750 0.8601 0.104
H 3.0825 2.5882 4.3229 0.112
H 3.7317 4.1543 3.8323 0.101
H 0.9474 3.4108 4.5989 0.069
H 1.0374 4.4936 3.1816 0.052
H 1.8008 4.9113 4.6898 0.074
H 1.7981 1.3971 3.0108 0.125
H 3.3759 0.7700 2.5699 0.118
H 0.3635 -0.1009 1.9867 0.142
H 0.1610 0.1961 0.2353 0.090
H 1.4806 -1.6119 -0.2657 0.099
H 4.4813 -1.3984 0.2526 0.102
H 4.7147 0.1437 1.0320 0.059
H 4.3126 -0.3498 -1.9462 0.073
H 5.5593 0.5846 -1.1177 0.068
H 3.9182 1.2409 -1.2699 0.054
H 2.7590 6.6169 1.4143 0.096
H 4.1711 5.8647 1.3003 0.077
H 0.7965 5.5690 1.2120 0.084
H 0.7227 4.7013 -0.1196 0.011
H 4.3357 4.9459 -0.5738 0.115
H 3.3957 3.5226 -0.9067 0.099
H 2.2410 4.7678 -2.6596 0.122
C -7.9792 7.8605 3.1653 -0.086
C -7.0814 7.1424 4.1563 -0.286
O -6.5919 5.9011 3.6455 -0.203
P -5.5145 5.9289 2.4123 0.573
O -4.2632 6.4558 3.0215 -0.222
O -5.1305 4.3414 2.3157 -0.248
C -3.8019 3.8546 2.5066 -0.289
C -3.5985 3.4077 3.9390 -0.064
O -6.6419 5.7949 1.2388 -0.211
C -6.7902 4.6743 0.3526 -0.260
C -7.6606 3.6029 0.9716 -0.067
H -7.4179 8.1827 2.2841 0.069
H -8.4233 8.7449 3.6243 0.078
H -8.7772 7.2037 2.8201 0.079
H -6.2393 7.7781 4.4459 0.112
H -7.6446 6.9068 5.0589 0.117
H -3.0635 4.5954 2.2064 0.101
H -3.6781 2.9979 1.8394 0.093
H -3.8671 4.1944 4.6443 0.077
H -2.5601 3.1224 4.1095 0.063
H -4.2379 2.5509 4.1619 0.077
H -5.8241 4.2909 0.0333 0.112
H -7.2846 5.0555 -0.5434 0.118
H -7.3079 3.3048 1.9563 0.072
H -7.6869 2.7217 0.3284 0.078
H -8.6800 3.9699 1.1025 0.079
C -5.0959 -0.6021 0.1213 -0.080
C -4.1944 -1.3498 1.0865 -0.282
O -3.7275 -2.5898 0.5497 -0.210
P -2.6621 -2.5585 -0.7055 0.616
O -1.4321 -2.0831 0.0072 -0.224
O -2.2891 -4.1495 -0.8152 -0.240
C -0.9600 -4.6363 -0.6351 -0.284
C -0.7488 -5.0920 0.7935 -0.061
O -3.8809 -2.7036 -1.7898 -0.213
C -4.1068 -3.8378 -2.6436 -0.260
C -4.9355 -4.8882 -1.9378 -0.065
H -4.5426 -0.2718 -0.7626 0.069
H -5.5205 0.2806 0.6028 0.073
H -5.9082 -1.2413 -0.2235 0.080
H -3.3394 -0.7293 1.3742 0.105
H -4.7475 -1.5928 1.9933 0.119
H -0.2238 -3.8920 -0.9344 0.092
H -0.8374 -5.4899 -1.3070 0.113
H -1.0148 -4.3109 1.5053 0.078
H 0.2914 -5.3769 0.9591 0.076
H -1.3852 -5.9509 1.0130 0.078
H -3.1720 -4.2365 -3.0303 0.110
H -4.6661 -3.4674 -3.5052 0.118
H -4.5101 -5.1724 -0.9782 0.073
H -5.0199 -5.7801 -2.5601 0.082
H -5.9379 -4.5080 -1.7347 0.081
C 2.3539 -5.1984 -2.1079 -0.091
C 3.5571 -5.8167 -2.7939 -0.280
O 3.1856 -6.8772 -3.6762 -0.199
P 2.3600 -6.5089 -5.0408 0.572
O 3.3524 -5.8098 -5.9015 -0.224
O 2.3339 -7.9709 -5.7778 -0.248
C 2.9207 -8.1980 -7.0579 -0.282
C 4.3282 -8.7378 -6.9129 -0.072
O 0.8856 -6.7405 -4.3790 -0.216
C -0.0443 -7.7710 -4.7530 -0.261
C 0.2268 -9.0493 -3.9913 -0.066
H 1.7093 -4.6862 -2.8284 0.070
H 2.6710 -4.4696 -1.3592 0.079
H 1.7510 -5.9646 -1.6204 0.076
H 4.1207 -5.0581 -3.3454 0.113
H 4.2249 -6.2486 -2.0491 0.119
H 2.8980 -7.2966 -7.6677 0.106
H 2.2968 -8.9389 -7.5640 0.117
H 4.9377 -8.0964 -6.2767 0.076
H 4.8114 -8.8250 -7.8871 0.078
H 4.3086 -9.7230 -6.4441 0.076
H -0.0556 -7.9231 -5.8294 0.112
H -1.0360 -7.4026 -4.4811 0.115
H 1.2604 -9.3734 -4.0866 0.073
H -0.4237 -9.8470 -4.3522 0.083
H 0.0418 -8.9032 -2.9257 0.078
```

---

# 2
DFT (the ωB97M-V functional and the def2-TZVPD basis) results for 11 unconnected molecules or ions with the total composition C33H77N11O11 at a distorted geometry.

Values from the calculation:
DFT total energy (Ha): -2733.657023
Total charge: -1
Spin multiplicity: 2
Frontier orbital gap (spin up / spin down) (eV): 1.98 / 8.50
F_max (eV/A): 3.89
E_HOMO (spin up / spin down) (eV): -0.17 / -6.71

XYZ file:
```
132
Properties=species:S:1:pos:R:3:lowdin_charge:R:1
C 2.5147 27.8537 -25.8014 0.004
C 3.6496 28.6996 -25.2909 -0.605
O 4.7250 28.7042 -25.8713 0.026
N 3.3719 29.4438 -24.2589 0.028
C 4.2680 30.3341 -23.4942 -0.046
H 2.5953 27.6581 -26.8706 0.082
H 1.5305 28.2810 -25.6096 0.057
H 2.5368 26.8870 -25.2983 0.081
H 2.4147 29.4446 -23.9367 0.066
H 3.7359 31.0386 -22.8548 0.073
H 4.9355 30.9690 -24.0768 0.081
H 4.9235 29.7220 -22.8748 0.070
C 6.5667 29.2100 -16.5880 -0.084
C 5.6097 29.3542 -17.7619 -0.569
O 5.5664 28.5599 -18.6833 -0.003
N 4.7755 30.4340 -17.7428 -0.016
C 3.7113 30.7722 -18.7065 -0.192
H 7.3958 28.5135 -16.7131 0.058
H 6.1036 29.2362 -15.6016 0.048
H 7.1941 30.1012 -16.5697 0.035
H 4.7818 30.8850 -16.8391 0.054
H 3.9459 30.8270 -19.7695 0.069
H 3.3213 31.7326 -18.3694 0.048
H 2.9176 30.0442 -18.5386 0.045
C 10.4258 21.5952 -16.6942 0.001
C 9.9099 22.1046 -17.9867 -0.559
O 10.1797 23.2452 -18.3658 0.017
N 9.1329 21.2996 -18.7620 -0.002
C 8.5404 21.6550 -20.0215 -0.060
H 11.5007 21.7709 -16.6525 0.092
H 10.2127 20.5269 -16.6557 0.073
H 9.9265 22.1471 -15.8978 0.084
H 9.0301 20.3537 -18.4229 0.127
H 7.4763 21.4196 -19.9996 0.064
H 9.0902 21.0805 -20.7669 0.089
H 8.5280 22.7250 -20.2289 0.077
C -1.5551 29.2170 -24.2941 -0.006
C -0.4124 29.2923 -23.3813 -0.528
O 0.6172 29.9469 -23.7070 -0.021
N -0.5010 28.6330 -22.2092 0.023
C 0.5676 28.5738 -21.2234 -0.064
H -2.1955 30.0828 -24.1256 0.093
H -2.1153 28.3240 -24.0171 0.081
H -1.2065 29.2212 -25.3269 0.093
H -1.3883 28.2582 -21.9055 0.134
H 0.5812 27.5476 -20.8560 0.070
H 0.4620 29.3195 -20.4355 0.072
H 1.5715 28.8495 -21.5462 0.076
C 4.9768 21.0960 -17.5732 0.021
C 3.8721 22.1986 -17.7308 -0.602
O 3.0579 22.4625 -16.8742 0.017
N 3.7193 22.7954 -18.8381 0.008
C 4.5508 22.7210 -19.9759 -0.062
H 4.6220 20.1813 -18.0481 0.076
H 5.1036 20.8909 -16.5102 0.075
H 5.9334 21.3869 -18.0071 0.043
H 2.9514 23.4497 -18.7906 0.093
H 4.2566 21.8381 -20.5433 0.095
H 5.5980 22.8433 -19.6995 0.070
H 4.2900 23.5885 -20.5822 0.072
C 7.5457 26.0630 -19.6227 0.021
C 6.4971 25.6871 -20.6325 -0.531
O 6.6517 24.6638 -21.3371 -0.036
N 5.4364 26.4695 -20.6640 0.055
C 4.2393 26.3861 -21.5237 -0.032
H 7.7426 27.1285 -19.7411 0.065
H 8.4493 25.5078 -19.8744 0.074
H 7.2196 25.8975 -18.5959 0.083
H 5.4959 27.1952 -19.9640 0.066
H 3.2646 26.4570 -21.0411 0.062
H 4.2888 25.4636 -22.1022 0.081
H 4.2508 27.2012 -22.2473 0.057
C 11.7231 26.4458 -19.1035 0.007
C 13.0073 26.6809 -19.9590 -0.591
O 13.3591 25.8037 -20.6667 0.057
N 13.5936 27.9002 -19.8858 0.024
C 14.7345 28.2819 -20.7991 -0.053
H 11.8067 26.9730 -18.1531 0.068
H 11.6582 25.3754 -18.9078 0.057
H 10.8672 26.6848 -19.7346 0.062
H 13.2393 28.5830 -19.2314 0.085
H 14.7393 27.8364 -21.7939 0.073
H 15.6003 27.8875 -20.2670 0.072
H 14.7633 29.3560 -20.9824 0.072
C 3.1624 26.3091 -17.8236 0.024
C 1.8458 25.8122 -18.4964 -0.524
O 1.8496 24.8423 -19.2653 -0.008
N 0.7250 26.4031 -18.1066 0.016
C -0.6074 26.0681 -18.6313 -0.082
H 3.8720 26.6153 -18.5922 0.046
H 3.6359 25.4679 -17.3174 0.077
H 2.8943 27.1510 -17.1852 0.049
H 0.7758 27.2120 -17.5039 0.099
H -1.2094 26.9763 -18.6018 0.070
H -1.0666 25.2997 -18.0095 0.080
H -0.5654 25.6004 -19.6150 0.075
C 6.4119 26.3457 -24.5264 -0.006
C 7.8863 26.3553 -24.3412 -0.578
O 8.5641 27.1222 -24.9649 0.052
N 8.3929 25.3755 -23.5460 0.010
C 9.7757 25.0888 -23.2425 -0.068
H 5.9385 26.9984 -23.7930 0.065
H 5.9923 25.3854 -24.2266 0.072
H 6.1213 26.5500 -25.5569 0.083
H 7.7525 24.8190 -22.9979 0.081
H 10.5139 25.7672 -23.6702 0.083
H 9.9977 24.0624 -23.5346 0.078
H 9.9637 25.1756 -22.1723 0.067
C 7.0753 24.4587 -15.6264 0.007
C 7.1220 23.9260 -14.1948 -0.546
O 6.3292 23.0769 -13.7769 0.023
N 8.0150 24.5226 -13.3953 -0.004
C 8.3162 24.1561 -12.0256 -0.075
H 7.5522 23.7195 -16.2700 0.071
H 7.5527 25.4118 -15.8536 0.065
H 6.0567 24.5189 -16.0096 0.076
H 8.2574 25.4465 -13.7235 0.123
H 9.3064 23.7012 -12.0006 0.073
H 7.6509 23.3634 -11.6836 0.080
H 8.3151 24.9682 -11.2986 0.079
C 9.3273 29.3429 -18.8431 -0.003
C 10.4878 30.2013 -18.2729 -0.535
O 11.6663 29.8414 -18.4255 -0.005
N 10.2243 31.1611 -17.4242 0.001
C 11.1281 31.9109 -16.5452 -0.072
H 9.1774 28.4718 -18.2053 0.068
H 9.5973 28.9054 -19.8043 0.078
H 8.3781 29.8733 -18.9197 0.064
H 9.3181 31.5789 -17.5800 0.102
H 10.5970 32.7827 -16.1631 0.075
H 12.1030 31.9998 -17.0246 0.080
H 11.3362 31.2955 -15.6699 0.075
```

---

# 3
DFT (the ωB97M-V functional and the def2-TZVPD basis) results for 11 unconnected molecules or ions with the total composition C33H77N11O11 at a distorted geometry.

Values from the calculation:
DFT total energy (Ha): -2733.460665
Structure (SMILES): CN(C)C=O.CN(C)C=O.CN(C)C=O.CN(C)C=O.CN(C)C=O.CN(C)C=O.CN(C)C=O.CN(C)C=O.CN(C)C=O.CN(C)C=O.CN(C)C=O
Frontier orbital gap (eV): 9.04
F_max (eV/A): 2.59
E_HOMO (eV): -8.80

XYZ file:
```
132
Properties=species:S:1:pos:R:3:lowdin_charge:R:1
C 6.9678 -19.8469 -17.9560 -0.051
N 8.1204 -20.5241 -17.3947 -0.192
C 8.5869 -21.7123 -18.0943 -0.056
C 8.8152 -20.0212 -16.3546 -0.352
O 8.6360 -18.9249 -15.8621 0.011
H 6.7383 -18.9102 -17.4602 0.084
H 6.1275 -20.5368 -17.8968 0.061
H 7.1327 -19.5765 -19.0034 0.090
H 9.2849 -22.2321 -17.4420 0.082
H 7.7226 -22.3827 -18.1718 0.079
H 8.9352 -21.5405 -19.1110 0.089
H 9.6677 -20.6410 -16.0371 0.130
C -0.0401 -25.8058 -22.3039 -0.038
N -1.2891 -25.1724 -21.8781 -0.167
C -2.5122 -25.9509 -21.9430 -0.058
C -1.3464 -23.8712 -21.5164 -0.374
O -2.3752 -23.2636 -21.2699 -0.017
H -0.3057 -26.7935 -22.6789 0.090
H 0.6956 -25.8840 -21.5046 0.056
H 0.4432 -25.2969 -23.1391 0.078
H -2.6127 -26.3521 -22.9543 0.083
H -2.5252 -26.7913 -21.2441 0.086
H -3.4118 -25.3924 -21.7013 0.081
H -0.3472 -23.4293 -21.4737 0.096
C -2.5204 -19.8634 -23.5357 -0.055
N -1.5377 -19.4412 -22.5599 -0.184
C -0.6323 -18.3905 -22.9541 -0.037
C -1.4862 -20.0102 -21.3388 -0.314
O -0.7276 -19.6516 -20.4477 -0.017
H -3.2032 -20.6630 -23.2609 0.092
H -2.0491 -20.0764 -24.4955 0.078
H -3.1922 -19.0076 -23.6863 0.091
H -1.2892 -17.6040 -23.3428 0.097
H 0.0155 -18.0221 -22.1696 0.071
H 0.0178 -18.6970 -23.7812 0.087
H -2.1197 -20.9078 -21.2964 0.120
C -0.8227 -22.2907 -26.6839 -0.042
N -0.8359 -22.4248 -25.2189 -0.171
C -1.9000 -23.2766 -24.7192 -0.034
C 0.1585 -21.9213 -24.4597 -0.321
O 0.2787 -22.1145 -23.2718 0.001
H -1.6992 -21.6781 -26.9068 0.087
H -0.9427 -23.2383 -27.2061 0.090
H 0.0852 -21.7939 -27.0182 0.081
H -2.8160 -23.2423 -25.3070 0.097
H -1.5380 -24.2901 -24.5494 0.092
H -2.2577 -22.9177 -23.7496 0.069
H 0.7800 -21.2077 -25.0223 0.144
C 1.7744 -17.4935 -18.7137 -0.072
N 2.3882 -16.2875 -18.2119 -0.188
C 1.7190 -15.0405 -18.4279 -0.053
C 3.5863 -16.3734 -17.5839 -0.352
O 4.1121 -15.4459 -16.9971 0.018
H 0.8777 -17.7344 -18.1257 0.099
H 2.4728 -18.3186 -18.7682 0.058
H 1.2892 -17.3304 -19.6832 0.088
H 1.2574 -14.9842 -19.4176 0.088
H 0.8939 -14.8200 -17.7413 0.091
H 2.4030 -14.1971 -18.3562 0.089
H 4.0486 -17.3650 -17.7055 0.115
C 2.1383 -20.2914 -20.5301 -0.061
N 3.0944 -21.2469 -21.0570 -0.128
C 4.4279 -21.1209 -20.5113 -0.040
C 2.8189 -22.1662 -22.0032 -0.277
O 3.6323 -22.9054 -22.5272 -0.075
H 2.6558 -19.3359 -20.5880 0.020
H 1.7646 -20.5532 -19.5394 0.090
H 1.2835 -20.2538 -21.2119 0.087
H 4.9588 -22.0718 -20.5516 0.063
H 4.9548 -20.2770 -20.9639 0.094
H 4.4370 -20.9039 -19.4353 0.075
H 1.7890 -22.1154 -22.3770 0.102
C 2.9346 -18.0419 -22.3624 -0.041
N 3.7220 -16.8713 -22.0267 -0.164
C 4.4396 -16.8363 -20.7540 -0.029
C 3.8148 -15.8563 -22.9197 -0.336
O 3.2209 -15.8843 -23.9791 0.011
H 3.6155 -18.8122 -22.7371 0.103
H 2.1381 -17.8675 -23.0733 0.077
H 2.4664 -18.4702 -21.4721 0.018
H 5.4317 -17.2729 -20.8860 0.093
H 4.5267 -15.8071 -20.4130 0.094
H 3.8554 -17.4196 -20.0457 0.047
H 4.4739 -15.0386 -22.6014 0.135
C 2.8660 -25.6544 -17.5890 -0.075
N 2.2309 -24.5448 -18.2157 -0.172
C 2.8115 -23.2342 -17.9946 -0.034
C 1.3154 -24.7100 -19.1936 -0.335
O 1.0131 -23.8666 -19.9881 0.042
H 2.9741 -25.4923 -16.5137 0.092
H 3.8707 -25.8188 -17.9889 0.075
H 2.3060 -26.5766 -17.7383 0.093
H 3.7985 -23.1056 -18.4604 0.069
H 2.2794 -22.3792 -18.3996 0.072
H 3.0085 -23.1456 -16.9242 0.094
H 0.9247 -25.7380 -19.2203 0.139
C 4.9788 -24.6279 -20.5745 -0.067
N 4.2839 -25.6493 -21.3352 -0.150
C 3.9449 -26.8898 -20.6703 -0.043
C 3.8043 -25.2852 -22.5382 -0.342
O 2.9922 -25.9413 -23.1817 -0.003
H 5.7108 -24.0773 -21.1622 0.095
H 5.5441 -25.0213 -19.7249 0.088
H 4.2720 -23.9414 -20.0992 0.045
H 4.7397 -27.1891 -19.9908 0.086
H 3.0228 -26.7217 -20.1021 0.060
H 3.7108 -27.7170 -21.3363 0.091
H 4.1454 -24.3048 -22.8925 0.078
C 2.5321 -19.5725 -13.4294 -0.042
N 2.7367 -19.7016 -14.8790 -0.185
C 1.5372 -19.9485 -15.6611 -0.037
C 3.9709 -19.5783 -15.3877 -0.315
O 4.2012 -19.5556 -16.5906 -0.028
H 1.6434 -19.0020 -13.1710 0.088
H 3.4263 -19.1416 -12.9892 0.083
H 2.4057 -20.5858 -13.0393 0.089
H 1.6994 -20.2059 -16.7017 0.072
H 0.9851 -20.8074 -15.2641 0.090
H 0.8918 -19.0872 -15.4868 0.093
H 4.7453 -19.3668 -14.6382 0.143
C 3.4026 -23.1554 -25.5437 -0.067
N 3.8709 -21.8923 -26.0652 -0.180
C 4.0503 -21.8828 -27.4974 -0.058
C 4.2074 -20.8527 -25.2675 -0.328
O 4.8256 -19.8835 -25.6635 0.010
H 3.1173 -23.1079 -24.4914 0.057
H 4.1019 -23.9835 -25.6870 0.098
H 2.4995 -23.5217 -26.0454 0.084
H 4.9518 -22.4488 -27.7800 0.094
H 3.2068 -22.2216 -28.0877 0.084
H 4.4873 -20.9182 -27.7722 0.085
H 3.9495 -21.0234 -24.2112 0.121
```